ORCA calculation (ωB97M-V with the def2-TZVPD basis set) on a single C6H12FN molecule.

The geometry in XYZ format:
```
20
Properties=species:S:1:pos:R:3:lowdin_charge:R:1
C 1.4729 -1.8804 0.7496 -0.051
C 0.5282 -1.0358 -0.2117 -0.394
C 0.7999 -1.3383 -1.6807 -0.075
C 0.8406 0.4014 0.0404 -0.304
N 0.3830 1.0799 1.2533 0.087
C -0.1370 1.5218 -0.0689 -0.225
C -1.6043 1.3576 -0.3567 -0.136
F -2.1316 0.3324 0.4536 -0.073
H 1.1059 -2.8926 0.9755 0.077
H 2.4306 -1.8841 0.2257 0.066
H 1.6215 -1.3226 1.6843 0.074
H -0.5000 -1.3065 0.1238 0.134
H 1.8815 -1.2607 -1.8433 0.078
H 0.2297 -0.6619 -2.3221 0.073
H 0.5151 -2.3368 -2.0883 0.088
H 1.8680 0.5588 -0.1913 0.134
H -0.3463 0.5262 1.6523 0.075
H 0.2863 2.4462 -0.4265 0.129
H -2.1757 2.3167 -0.1013 0.140
H -1.8152 1.1093 -1.3765 0.104
```

Values from the calculation:
- structure (SMILES) = CC(C)[C@@H]1N[C@@H]1CF
- orbital gap (eV) = 10.361
- energy relative to the best compared isomer or geometry (same formula, charge and spin) (kJ/mol) = 124.4
- E_LUMO (Ha) = 0.0370
- electronic energy (a.u.) = -390.3834

ORCA calculation (ωB97M-V with the def2-TZVPD basis set) on a molecular structure, C21H37Cl2IrN2O4.

The geometry in XYZ format:
```
67
Properties=species:S:1:pos:R:3:lowdin_charge:R:1
O 0.2084 -1.2648 -2.0013 -0.489
C 1.0978 -1.1239 -2.8933 -0.176
C 0.6398 -1.6169 -4.1997 -0.165
C -0.5024 -2.4484 -4.2514 -0.001
H -0.9904 -2.7501 -3.3204 0.120
C -1.0162 -2.8656 -5.4762 -0.071
H -1.8980 -3.5021 -5.4965 0.105
C -0.4096 -2.4664 -6.6694 -0.078
H -0.8075 -2.7914 -7.6247 0.100
C 0.7221 -1.6351 -6.6275 -0.085
H 1.1920 -1.3133 -7.5541 0.100
C 1.2423 -1.2075 -5.4108 -0.029
H 2.1147 -0.5514 -5.3379 0.115
H 2.0223 -0.5157 -2.8114 0.140
C 2.5636 -2.3037 -0.8551 -0.141
C 2.2017 -0.8789 -0.7228 -0.334
H 3.1449 -2.6182 0.0164 0.071
H 3.1948 -2.4627 -1.7334 0.086
H 1.6893 -2.9427 -0.9236 0.031
C 2.9871 0.0532 -0.1583 -0.224
C 4.2838 -0.2257 0.5461 -0.127
H 2.6730 1.0893 -0.0933 0.058
H 5.1029 -0.5258 -0.1224 0.070
H 4.1867 -1.0171 1.3069 0.065
H 4.6188 0.6817 1.0667 0.059
Ir -0.1091 -0.4023 -0.3467 1.157
Cl -0.8538 -2.5770 0.1137 0.097
Cl -1.3101 0.9287 -1.9839 0.107
C 0.3713 -1.3136 2.6498 -0.272
O 0.1764 -0.3381 1.8589 -0.209
N 0.2608 -1.1961 3.9739 -0.172
C 0.1305 0.0865 4.6489 -0.023
C 0.4232 -2.3613 4.8277 -0.041
H 0.6356 -2.3150 2.2781 0.102
H -0.0743 0.8803 3.9299 0.074
H 1.0485 0.3211 5.2021 0.097
H -0.6848 0.0235 5.3774 0.094
H 0.4518 -3.2545 4.2023 0.093
H -0.4123 -2.4377 5.5288 0.093
H 1.3494 -2.3020 5.4090 0.093
H 1.0274 4.6371 2.4490 0.089
H -0.0200 5.8895 0.6761 0.090
C 1.4047 3.8558 1.7766 -0.025
C 0.4272 5.2031 -0.0537 -0.045
N 0.6064 3.8883 0.5511 -0.178
H 1.3382 2.8777 2.2625 0.086
C 0.2002 2.7826 -0.0843 -0.292
O 0.4393 1.6249 0.3688 -0.213
H -0.2305 5.1074 -0.9230 0.092
H -0.3629 2.9603 -1.0193 0.069
H 2.4574 4.0925 1.5532 0.099
H 1.3949 5.6188 -0.3707 0.095
C -3.9990 -1.4465 0.9695 -0.100
C -3.3472 -0.4187 0.0849 -0.320
O -2.1624 0.1635 0.7253 -0.401
C -2.5280 0.9920 1.8470 -0.262
C -3.3840 2.1646 1.4371 -0.072
H -3.2523 -2.0592 1.4899 0.052
H -4.6038 -2.1048 0.3381 0.082
H -4.6673 -0.9702 1.6965 0.069
H -2.9659 -0.8718 -0.8322 0.052
H -4.0057 0.4146 -0.1845 0.102
H -3.0427 0.3403 2.5710 0.117
H -1.5883 1.3261 2.3016 0.093
H -4.4040 1.8417 1.2035 0.072
H -3.4416 2.8698 2.2721 0.078
H -2.9555 2.6809 0.5712 0.082
```

Values from the calculation:
- orbital gap (spin up / spin down) (eV) = 5.686 / 6.899
- E_LUMO (spin up / spin down) (Ha) = 0.0025 / 0.0004
- 2S+1 = 5
- electronic energy (a.u.) = -2257.3286

ORCA calculation (ωB97M-V with the def2-TZVPD basis set) on 2 unconnected molecules or ions with the total composition C48H57F5N4OP.

The geometry in XYZ format:
```
116
Properties=species:S:1:pos:R:3:lowdin_charge:R:1
C -1.9040 -14.7615 -2.6761 -0.038
C -1.8888 -13.2691 -2.9639 -0.395
C -3.2199 -12.6022 -2.5812 -0.048
C -1.6554 -13.0191 -4.4681 -0.137
C -2.6239 -13.4438 -5.3837 -0.019
C -2.5343 -13.1669 -6.7466 -0.022
C -1.3425 -12.6421 -7.2230 -0.030
C -0.2971 -12.3082 -6.3631 -0.119
C 0.9647 -11.8110 -7.0868 -0.384
C 0.6785 -10.5809 -7.9550 -0.050
C 1.5910 -12.8918 -7.9704 -0.042
C -0.4366 -12.5342 -4.9678 -0.171
N 0.7487 -12.7325 -4.1290 -0.201
P 1.2013 -11.3722 -3.1601 1.287
H 0.9733 -12.1330 -0.0679 0.083
N 2.8884 -11.8302 -3.3485 -0.200
C 3.9188 -10.8036 -3.3598 -0.174
C 4.5937 -10.5584 -2.1633 -0.140
C 4.1223 -11.2374 -0.8630 -0.373
C 3.9669 -10.1388 0.1767 -0.095
C 5.1611 -12.2524 -0.3775 -0.047
C 5.7803 -9.8016 -2.1266 -0.014
C 6.3073 -9.2525 -3.2962 -0.028
C 5.7015 -9.5744 -4.5115 -0.023
C 4.4937 -10.2869 -4.5543 -0.113
C 3.9702 -10.5400 -5.9728 -0.385
C 4.8433 -11.5237 -6.7578 -0.043
C 3.8557 -9.2485 -6.7895 -0.055
C 3.0470 -12.8609 -4.2611 -0.084
C 1.8719 -13.3579 -4.6596 -0.094
H -0.9987 -15.2176 -3.0935 0.087
H -1.9127 -14.9488 -1.5944 0.069
H -2.7827 -15.2086 -3.1726 0.094
H -1.0648 -12.8091 -2.4105 0.059
H -3.1958 -11.5539 -2.8778 0.092
H -4.0138 -13.0421 -3.1924 0.080
H -3.4667 -12.6454 -1.5132 0.065
H -3.4911 -13.9652 -4.9778 0.116
H -3.3493 -13.4350 -7.4163 0.120
H -1.2381 -12.4590 -8.2802 0.111
H 1.7349 -11.4759 -6.3690 0.074
H 0.2610 -9.7509 -7.3728 0.096
H 1.6086 -10.2033 -8.3948 0.066
H -0.0329 -10.8153 -8.7551 0.083
H 1.8649 -13.7827 -7.3918 0.071
H 0.8892 -13.2002 -8.7626 0.094
H 2.5064 -12.4846 -8.4294 0.076
H 3.1489 -11.7411 -0.9963 0.094
H 3.3440 -9.3305 -0.2343 0.096
H 3.4847 -10.5075 1.0910 0.063
H 4.9410 -9.6884 0.4502 0.083
H 5.3453 -12.9847 -1.1722 0.082
H 6.1218 -11.7484 -0.1567 0.090
H 4.7955 -12.7906 0.5116 0.091
H 6.2790 -9.6565 -1.1553 0.121
H 7.2172 -8.6514 -3.2683 0.118
H 6.1635 -9.2442 -5.4447 0.116
H 2.9458 -10.9551 -5.9635 0.074
H 4.9640 -12.4801 -6.2319 0.069
H 4.3716 -11.7256 -7.7346 0.077
H 5.8488 -11.1039 -6.9262 0.095
H 3.2227 -8.5089 -6.2880 0.096
H 4.8373 -8.7897 -6.9455 0.079
H 3.3822 -9.4437 -7.7573 0.067
H 4.0581 -13.1043 -4.6151 0.144
H 1.6190 -14.0619 -5.4443 0.135
C 2.5968 -9.0911 7.0456 -0.014
N 2.5539 -8.9804 5.6251 -0.029
C 3.1090 -7.9019 5.0054 -0.348
O 3.6655 -6.9645 5.5693 0.088
C 2.9221 -8.1005 3.4949 -0.175
C 4.1707 -8.0739 2.6841 -0.076
C 4.9620 -6.8185 2.8401 -0.080
C 6.2233 -6.8073 3.4333 -0.127
F 6.7473 -7.9750 3.8972 0.092
C 6.9627 -5.6349 3.5466 -0.121
F 8.1508 -5.6398 4.1669 0.124
C 6.4376 -4.4293 3.1011 -0.119
F 7.1271 -3.2868 3.2255 0.133
C 5.1754 -4.4283 2.5275 -0.124
F 4.6680 -3.2853 2.0476 0.122
C 4.4737 -5.6128 2.3528 -0.128
F 3.2232 -5.5771 1.8109 0.091
N 2.2449 -9.3899 3.4320 -0.005
C 1.7154 -9.8019 2.2437 -0.117
C 1.2140 -11.0490 2.0370 -0.086
C 0.5868 -11.5191 0.7367 -0.152
C -0.2619 -12.7178 1.0304 -0.231
C -1.3915 -12.9425 0.2278 -0.053
C -2.3665 -13.8254 0.6601 -0.095
C -2.2377 -14.4536 1.8888 -0.077
C -1.0369 -14.3585 2.5891 -0.067
C 0.0074 -13.6040 2.0763 -0.049
C 1.9938 -10.0019 4.7598 -0.462
C 2.7392 -11.3325 4.8953 0.004
C 0.5131 -10.2164 5.0991 0.007
H 3.1780 -8.2838 7.4626 0.093
H 1.6150 -8.9810 7.4922 0.097
H 3.0527 -10.0287 7.3510 0.094
H 2.3042 -7.2658 3.1181 0.164
H 4.8340 -8.9003 2.9554 0.138
H 3.9269 -8.1969 1.6168 0.102
H 1.7953 -9.0602 1.4297 0.136
H 1.1813 -11.6692 2.9271 0.046
H 0.3634 -10.6600 0.1975 0.090
H -1.4776 -12.4105 -0.7071 0.076
H -3.1952 -13.9494 -0.0151 0.088
H -3.0209 -15.0803 2.2188 0.093
H -0.9250 -14.8774 3.5367 0.110
H 1.0517 -13.6841 2.5024 0.135
H 3.8190 -11.1727 4.7711 0.101
H 2.6154 -11.6600 5.9259 0.077
H 2.3720 -12.1375 4.2411 0.075
H -0.0155 -9.2572 5.1496 0.103
H 0.0035 -10.7884 4.3305 0.069
H 0.4283 -10.7809 6.0403 0.096
```

Values from the calculation:
- orbital gap (eV) = 4.854
- E_LUMO (Ha) = -0.1760
- total charge = +1
- electronic energy (a.u.) = -2997.8658

Q: electronic energy of number 3 (C48H57F5N4OP)?
A: -2997.8658 a.u.